# 1
Density functional theory data (ωB97M-V with the def2-TZVPD basis set) for the molecule C21H11ClFN3OS3.

```
41
Properties=species:S:1:pos:R:3:nbo_charge:R:1
Cl -9.635 -3.219 1.618 -0.006
S -2.591 -4.647 0.876 0.407
S 0.448 -4.055 0.606 0.432
S 1.496 0.733 -0.254 0.391
F 6.871 6.365 -3.081 -0.309
O 5.306 1.134 0.220 -0.580
N -0.300 -1.543 0.797 -0.463
N 2.104 -1.868 0.631 -0.539
N 3.744 -0.389 0.431 -0.582
C 4.025 3.783 -1.349 -0.132
C 3.817 5.180 -1.414 -0.145
C 4.123 0.858 0.048 0.627
C 5.975 5.583 -2.470 0.426
C -2.819 -2.031 0.924 -0.217
C -5.078 -3.195 1.232 -0.073
C -3.604 -3.169 1.047 -0.156
C 2.406 -0.651 0.319 0.310
C 2.994 1.656 -0.448 -0.302
C 6.206 4.200 -2.413 -0.288
C -7.225 -2.004 1.233 -0.229
C 2.932 2.900 -0.976 -0.090
C -1.402 -2.348 0.820 0.050
C -5.773 -4.383 1.467 -0.184
C 4.788 6.081 -1.925 -0.293
C -7.179 -4.389 1.542 -0.227
C 0.782 -2.312 0.648 0.225
C -1.189 -3.652 0.787 -0.434
C 5.283 3.332 -1.838 -0.132
C -7.886 -3.198 1.485 -0.018
C -5.831 -2.013 1.119 -0.175
H 5.543 2.248 -1.860 0.241
H -7.795 -1.098 1.253 0.230
H 1.888 3.261 -1.090 0.219
H 2.867 5.602 -1.159 0.214
H -5.239 -5.313 1.491 0.217
H 7.128 3.793 -2.802 0.232
H -3.149 -0.998 0.966 0.230
H 4.570 7.121 -2.025 0.229
H -7.675 -5.350 1.738 0.232
H 4.415 -0.940 0.936 0.444
H -5.342 -1.065 0.868 0.217
```

Calculated values
* total charge: 0
* LUMO level: -0.91 eV
* SMILES: O=C1N/C(=N/c2nc3cc(-c4ccc(Cl)cc4)sc3s2)S/C1=C/c1ccc(F)cc1
* relative energy (zero: lowest compared OMol25 entry of this formula, charge and spin): 0.0 kcal/mol

# 2
Density functional theory data (ωB97M-V with the def2-TZVPD basis set) for the molecule C2H2O2S2.

```
8
Properties=species:S:1:pos:R:3:nbo_charge:R:1
S 2.317 0.164 -0.044 0.024
S -2.077 0.472 -0.051 0.058
O 0.346 1.959 0.057 -0.498
O -0.178 -1.346 0.037 -0.533
C 0.690 0.834 -0.066 0.304
C -0.441 -0.192 -0.051 0.321
H 1.847 -1.098 0.029 0.179
H -2.504 -0.794 0.088 0.145
```

Calculated values
* total charge: 0
* LUMO level: -0.50 eV
* SMILES: O=C(S)C(=O)S
* relative energy (zero: lowest compared OMol25 entry of this formula, charge and spin): 4.7 kcal/mol

# 3
Density functional theory data (ωB97M-V with the def2-TZVPD basis set) for a cluster of 9 separate species, C15H48N8O9 in total.

```
80
Properties=species:S:1:pos:R:3:lowdin_charge:R:1
O 4.939 -0.891 1.482 0.024
O -0.368 0.521 0.825 -0.102
O 0.679 -3.423 1.201 -0.047
O -3.794 0.184 -6.494 -0.106
O -2.471 1.369 2.442 -0.124
O 6.141 0.921 -0.329 -0.086
O -5.377 1.811 -1.529 0.015
O 0.210 -7.779 -1.106 0.021
O 2.004 2.560 1.303 -0.115
N -4.556 0.868 0.380 0.156
N 3.461 -2.635 1.589 0.167
N 1.268 -6.841 0.680 0.144
N -4.468 3.165 0.048 0.156
N -0.965 -2.043 1.940 0.188
N 2.714 -0.598 0.969 0.178
N -0.807 -4.217 2.729 0.178
N 0.200 -5.511 -0.888 0.157
C 5.542 0.448 -1.506 -0.333
C -1.059 -0.995 -0.928 -0.056
C -0.671 0.425 -0.594 -0.431
C -2.988 0.766 -5.426 -0.286
C 0.515 0.920 -1.378 -0.041
C -4.836 1.938 -0.440 -0.675
C -1.905 2.101 3.534 -0.286
C 3.802 -1.332 1.385 -0.634
C 0.540 -6.781 -0.490 -0.679
C -2.243 3.571 3.379 -0.097
C -3.252 0.026 -4.129 -0.080
C 1.653 3.893 0.921 -0.299
C 1.374 4.749 2.134 -0.067
C 4.414 1.366 -1.972 -0.086
C -0.330 -3.245 1.893 -0.610
H 4.163 -3.346 1.663 0.108
H -4.190 0.319 -3.670 0.068
H 0.841 3.783 0.202 0.106
H -4.226 3.309 1.011 0.074
H -3.254 -0.360 -7.070 0.067
H 3.497 1.242 -1.387 0.031
H -1.954 0.650 -5.758 0.105
H 2.512 -2.915 1.385 0.044
H 1.518 -6.018 1.195 0.068
H 4.185 1.200 -3.026 0.072
H -3.946 1.082 1.158 0.045
H 1.888 -1.113 0.717 0.069
H 1.600 -7.752 0.935 0.098
H -1.903 3.922 2.403 0.068
H 0.959 5.714 1.842 0.082
H -0.190 -5.472 -1.810 0.101
H 1.319 0.179 -1.423 0.080
H -1.560 1.041 -0.776 0.138
H -1.747 1.024 1.898 0.036
H 2.842 0.353 0.673 0.066
H -0.277 -5.063 2.805 0.100
H -1.249 -1.152 -1.994 0.077
H -4.519 3.944 -0.580 0.099
H -1.593 -4.029 3.323 0.102
H -3.331 3.721 3.417 0.073
H -2.350 0.182 -3.525 0.048
H 2.312 4.904 2.661 0.081
H -3.250 -1.047 -4.323 0.077
H 0.294 1.109 -2.432 0.094
H -0.241 -1.687 -0.691 0.075
H -1.808 -1.933 2.471 0.111
H 6.320 0.451 -2.272 0.107
H -0.820 1.968 3.534 0.111
H 0.621 4.226 2.721 0.059
H 0.445 -4.724 -0.311 0.044
H -3.291 1.809 -5.425 0.108
H 2.472 4.287 0.305 0.116
H 4.684 2.408 -1.790 0.074
H 0.491 0.969 0.839 0.058
H 5.761 0.471 0.442 0.036
H -4.453 -0.013 -0.090 0.094
H -1.969 -1.362 -0.451 0.080
H 2.730 2.473 1.927 0.098
H -2.337 1.710 4.457 0.112
H -0.553 -1.283 1.422 0.050
H 5.153 -0.571 -1.412 0.108
H -1.901 4.233 4.176 0.076
H 0.943 1.845 -0.991 0.065
```

Calculated values
* total charge: 0
* LUMO level: 0.10 eV
* SMILES: NC(N)=O.NC(N)=O.NC(N)=O.NC(N)=O.CC(C)O.CCO.CCO.CCO.CCO
* relative energy (zero: lowest compared OMol25 entry of this formula, charge and spin): 0.0 kcal/mol

# 4
Density functional theory data (ωB97M-V with the def2-TZVPD basis set) for the molecule C2H6FNO.

```
11
Properties=species:S:1:pos:R:3:nbo_charge:R:1
F -1.102 1.306 0.444 -0.280
O 1.776 1.013 0.658 -0.729
N -0.350 0.079 0.463 -0.079
C 0.939 0.505 -0.316 0.061
C -1.054 -1.006 -0.064 -0.458
H 1.237 1.053 1.499 0.490
H -0.493 -2.010 0.171 0.232
H 1.619 -0.268 -0.874 0.184
H -2.118 -1.106 0.199 0.231
H 0.706 1.356 -1.062 0.171
H -1.160 -0.919 -1.119 0.176
```

Calculated values
* total charge: 0
* LUMO level: 0.99 eV
* SMILES: CN(F)CO
* relative energy (zero: lowest compared OMol25 entry of this formula, charge and spin): 77.9 kcal/mol

Question: Look up the total charge of the first one.
Answer: 0

Question: Among the records above, which one has the lowest LUMO level?
Answer: C21H11ClFN3OS3